--- w ---
A structure of composition C4H8Si. Source: OMol25; level of theory: wB97M-V/def2-TZVPD.

## Properties
spin multiplicity = 1
LUMO energy = 0.873 eV
Kohn-Sham gap = 9.686 eV

Geometry (Å):
C -2.20 -0.10 -0.01
C -0.99 0.67 0.40
C -0.93 -0.81 0.30
C -0.05 0.04 -0.55
Si 2.32 -0.02 0.08
H -3.02 -0.19 0.69
H -2.53 -0.05 -1.05
H -0.85 1.36 1.21
H -0.70 -1.59 1.00
H -0.21 0.10 -1.62
H 2.96 0.79 -0.95
H 2.73 -1.41 0.06
H 2.40 0.58 1.40


--- x ---
An isolated molecule of C4H8Si. Source: OMol25; level of theory: wB97M-V/def2-TZVPD.

## Properties
spin multiplicity = 1
LUMO energy = 0.948 eV
SMILES = C=C[C@@H]1C[SiH2]1
Kohn-Sham gap = 9.491 eV

Geometry (Å):
C 0.09 -1.61 -1.56
C -0.81 -0.98 -0.84
C -0.74 0.32 -0.18
C 0.62 0.95 -0.13
Si -0.23 0.87 1.64
H 1.02 -1.26 -1.51
H -0.02 -2.67 -1.99
H -1.78 -1.31 -0.62
H -1.42 1.00 -0.61
H 1.00 -0.04 -0.08
H 1.34 1.54 -0.52
H -0.99 2.08 1.70
H 0.00 0.24 2.95


Quick one: most stable of them? w


--- w ---
A cluster of 2 separate species, C2H8N4O in total. Source: OMol25; level of theory: wB97M-V/def2-TZVPD.

## Properties
spin multiplicity = 1
LUMO energy = 0.530 eV
SMILES = N=C(N)N.NC=O
Kohn-Sham gap = 9.243 eV

Geometry (Å):
N 0.81 2.15 2.32
C 0.94 1.47 1.24
N 0.73 0.09 1.14
N 1.13 2.09 0.02
H 0.88 1.51 3.10
H 0.03 -0.28 1.76
H 0.62 -0.17 0.18
H 0.68 1.69 -0.79
H 0.95 3.08 0.07
N -1.62 -2.11 -1.05
C -0.67 -1.74 -1.94
O -0.16 -0.64 -1.96
H -2.11 -1.50 -0.44
H -1.86 -3.09 -1.05
H -0.35 -2.55 -2.60


--- x ---
A cluster of 2 separate species, C2H8N4O in total. Source: OMol25; level of theory: wB97M-V/def2-TZVPD.

## Properties
spin multiplicity = 1
LUMO energy = 0.901 eV
SMILES = [H]/N=C\N.NNC=O
Kohn-Sham gap = 10.418 eV

Geometry (Å):
H 1.79 -2.04 1.16
N 0.81 -2.01 0.85
C 0.79 -1.45 -0.30
N 1.88 -0.90 -0.89
H -0.22 -1.23 -0.80
H 1.98 -1.17 -1.87
H 1.80 0.12 -0.90
N -2.07 1.12 -0.57
N -1.41 0.58 0.55
C -0.17 1.11 0.93
O 0.45 1.94 0.29
H -2.67 1.88 -0.25
H -1.36 1.59 -1.15
H -1.81 -0.20 1.08
H 0.20 0.65 1.87


--- y ---
A cluster of 2 separate species, C2H8N4O in total. Source: OMol25; level of theory: wB97M-V/def2-TZVPD.

## Properties
spin multiplicity = 1
LUMO energy (spin up / spin down) = 0.857 / 0.749 eV
Kohn-Sham gap (spin up / spin down) = 8.183 / 8.142 eV

Geometry (Å):
C 0.60 0.05 -0.07
C 0.36 -0.20 -1.58
N 0.08 2.31 1.23
N -0.69 1.63 1.82
N -0.75 -1.08 1.53
N -0.61 -0.11 0.67
O -0.31 -1.41 -1.73
H 1.58 -0.44 0.18
H 0.88 1.08 0.17
H 1.39 -0.19 -1.92
H -0.36 0.57 -1.90
H 0.36 3.33 1.55
H -1.68 -1.19 1.75
H -0.19 -1.93 1.44
H -0.87 -1.38 -0.98


Quick one: most stable of them? w


--- w ---
A cluster of 4 separate species, H8O4 in total. Source: OMol25; level of theory: wB97M-V/def2-TZVPD.

## Properties
spin multiplicity = 1
LUMO energy = 0.559 eV
SMILES = O.O.O.O
Kohn-Sham gap = 11.215 eV

Geometry (Å):
O 0.23 -1.58 -2.98
H 0.79 -2.23 -2.57
H -0.58 -1.84 -3.38
O 0.99 -0.82 -0.30
H 0.67 -0.80 -1.21
H 0.16 -0.67 0.18
O 0.04 1.75 2.95
H -0.52 1.38 3.63
H -0.21 1.19 2.22
O -0.69 0.94 0.73
H -1.08 1.73 0.41
H 0.19 0.97 0.32


--- x ---
A cluster of 4 separate species, H8O4 in total. Source: OMol25; level of theory: wB97M-V/def2-TZVPD.

## Properties
spin multiplicity = 1
LUMO energy = 0.546 eV
SMILES = O.O.O.O
Kohn-Sham gap = 11.282 eV

Geometry (Å):
O 0.92 2.97 0.81
H 0.72 2.45 1.60
H 0.27 3.62 0.70
O -0.28 -2.69 0.75
H -0.01 -2.28 -0.14
H -0.99 -3.47 0.50
O 0.81 0.37 -0.33
H 1.11 1.26 -0.22
H 1.58 0.10 -0.79
O -1.78 -0.66 -1.03
H -0.96 -0.24 -0.64
H -1.40 -1.44 -1.21


Quick one: most stable of them? w